Model i:
Here is a structure of composition C3H8S from OMol25. Energies are from ωB97M-V/def2-TZVPD.

- HOMO (eV) = -9.339
- 2S+1 = 1

Cartesian coordinates (Å):
C 0.528 -0.261 1.268
C -0.541 0.346 0.364
C -0.640 -0.262 -1.028
S 1.849 0.719 -1.913
H 0.637 0.404 2.121
H 0.308 -1.252 1.663
H 1.482 -0.258 0.741
H -0.299 1.399 0.220
H -1.504 0.337 0.879
H 0.111 0.240 -1.724
H -1.618 -0.114 -1.481
H -0.312 -1.298 -1.109

=====

Model ii:
Here is the molecule C3H8S from OMol25. Energies are from ωB97M-V/def2-TZVPD.

- HOMO (eV) = -9.029
- 2S+1 = 1

Cartesian coordinates (Å):
C 1.099 -0.853 -0.338
C -1.141 -0.131 0.652
C -0.039 0.171 -0.397
S 0.634 1.935 0.025
H 0.792 -1.901 -0.270
H 1.662 -0.904 -1.277
H 1.767 -0.648 0.561
H -0.515 -0.231 1.471
H -1.677 -1.103 0.485
H -1.721 0.682 0.800
H -0.463 0.399 -1.463
H -0.397 2.584 -0.249

=====

model ii is preferred energetically. Next in line: 60.2 kcal/mol higher.

=====

Model i:
Here is a cluster of 2 separate species, C3H8S in total from OMol25. Energies are from ωB97M-V/def2-TZVPD.

- HOMO (eV) = -8.986
- 2S+1 = 1

Cartesian coordinates (Å):
S 4.975 -1.854 -3.802
H 4.592 -2.882 -4.543
H 5.734 -2.486 -2.783
C -1.765 0.032 0.372
C -1.538 1.303 1.145
C -1.914 1.580 2.337
H -1.692 0.173 -0.742
H -2.698 -0.603 0.653
H -0.982 -0.756 0.894
H -1.124 2.058 0.542
H -1.965 2.597 2.828
H -1.623 0.839 3.099

=====

Model ii:
Here is a cluster of 2 separate species, C3H8S in total from OMol25. Energies are from ωB97M-V/def2-TZVPD.

- HOMO (eV) = -9.648
- 2S+1 = 1

Cartesian coordinates (Å):
C 0.619 -0.863 0.905
C -0.323 -1.582 -0.032
S -0.292 2.033 0.321
C 0.192 -1.381 -1.433
H 0.463 -1.179 2.004
H 1.670 -1.022 0.574
H 0.515 0.236 0.861
H -0.371 -2.665 0.225
H -1.287 -1.076 0.077
H 0.091 -0.353 -1.721
H -0.566 -1.763 -2.130
H 1.223 -1.756 -1.671

=====

model i is preferred energetically. Next in line: 29.1 kcal/mol higher.

=====

Model i:
Here is the molecule CH2BrClO from OMol25. Energies are from ωB97M-V/def2-TZVPD.

- HOMO (eV) = -10.705
- 2S+1 = 1

Cartesian coordinates (Å):
C 0.248 0.652 -0.986
O 0.710 -0.790 -0.246
Cl -1.116 0.387 -1.989
Br 1.741 1.425 -1.709
H -0.231 1.203 -0.191
H 0.949 -1.448 -1.034

=====

Model ii:
Here is a cluster of 2 separate species, CH2BrClO in total from OMol25. Energies are from ωB97M-V/def2-TZVPD.

- HOMO (eV) = -9.268
- 2S+1 = 1

Cartesian coordinates (Å):
C 3.176 -1.567 -0.748
O 0.199 -0.231 0.467
Cl 2.949 -1.456 0.908
Br 1.985 -2.691 -1.658
H 0.628 -0.240 -0.358
H -0.766 -0.354 0.283

=====

model i is preferred energetically. Next in line: 39.6 kcal/mol higher.

=====

Model i:
Here is a cluster of 2 separate species, C11H14NOS in total from OMol25. Energies are from ωB97M-V/def2-TZVPD.

- charge = +1
- HOMO (spin up / spin down) (eV) = -11.730 / -10.483
- 2S+1 = 1

Cartesian coordinates (Å):
C 3.747 1.952 -1.109
C 2.638 2.415 -1.801
C 3.890 0.622 -0.682
C 1.537 1.567 -1.947
C 2.818 -0.229 -0.960
C 1.857 0.310 -1.682
C -2.717 -0.523 -0.140
C -2.249 -0.096 2.173
C -1.729 -0.106 -1.291
C -1.783 1.413 1.914
C -0.433 -0.435 0.588
N -1.790 -0.852 1.045
O -0.420 -0.544 -0.769
S -0.173 1.258 1.128
H 4.581 2.554 -1.007
H 2.471 3.396 -2.130
H 4.761 0.409 0.079
H 0.719 2.021 -2.463
H 2.715 -1.309 -0.462
H -3.306 0.421 -0.067
H -3.169 -1.520 -0.336
H -1.761 -0.459 3.058
H -3.306 -0.157 2.384
H -1.843 -0.573 -2.309
H -1.729 1.042 -1.293
H -2.424 1.864 1.249
H -1.802 2.102 2.730
H -1.937 -1.817 1.223

=====

Model ii:
Here is the ion C11H14NOS with charge +1 from OMol25. Energies are from ωB97M-V/def2-TZVPD.

- charge = +1
- HOMO (spin up / spin down) (eV) = -12.016 / -12.013
- 2S+1 = 1

Cartesian coordinates (Å):
C -4.093 -0.462 0.222
C -3.437 0.477 -0.481
C -3.284 -1.293 1.021
C -2.079 0.629 -0.354
C -1.937 -1.284 0.989
C -1.244 -0.265 0.381
C 3.229 -0.376 -0.208
C 0.864 -0.597 -1.577
C 1.029 0.456 -0.484
C 2.667 1.941 0.359
C 0.212 -0.073 0.616
N 2.448 0.621 -0.142
O 1.437 -1.763 -1.232
S 4.795 -0.661 0.161
H -5.179 -0.508 0.172
H -3.997 1.248 -0.939
H -3.735 -2.215 1.467
H -1.709 1.620 -0.654
H -1.455 -1.821 1.799
H -0.297 -0.993 -1.560
H 1.207 -0.223 -2.544
H 0.584 1.356 -0.809
H 2.378 2.105 1.376
H 2.158 2.715 -0.165
H 3.647 2.192 0.544
H 0.408 0.274 1.612
H 0.533 -1.123 0.662
H 4.852 -1.975 -0.231

=====

model ii is preferred energetically. Next in line: 5.4 kcal/mol higher.

=====

Model i:
Here is a cluster of 13 separate species, C13H52N26O13 in total from OMol25. Energies are from ωB97M-V/def2-TZVPD.

- HOMO (eV) = -8.645
- 2S+1 = 1

Cartesian coordinates (Å):
C -10.399 6.999 14.670
O -10.907 5.858 14.710
N -9.162 7.326 15.013
N -10.953 8.005 14.165
H -8.620 6.799 15.682
H -8.876 8.274 14.811
H -10.571 8.940 14.171
H -11.880 7.804 13.818
C -7.541 2.141 14.890
O -8.283 3.137 14.904
N -6.271 2.160 14.875
N -8.030 0.946 14.880
H -5.687 1.360 15.073
H -5.825 3.040 15.092
H -7.477 0.101 14.880
H -9.037 1.021 14.908
C -8.463 6.748 7.498
O -8.485 7.788 6.857
N -7.877 5.696 7.123
N -9.092 6.541 8.598
H -7.847 4.897 7.740
H -7.260 5.762 6.326
H -9.756 7.247 8.884
H -8.798 5.781 9.194
C -13.532 4.113 12.736
O -14.653 3.779 12.390
N -12.420 3.791 12.148
N -13.436 4.811 13.803
H -12.395 3.340 11.244
H -11.582 4.051 12.648
H -14.228 4.943 14.416
H -12.501 5.042 14.108
C -11.865 2.592 17.070
O -12.212 1.496 17.536
N -11.975 3.740 17.649
N -11.317 2.769 15.944
H -11.369 4.532 17.486
H -12.678 3.847 18.366
H -11.210 2.019 15.276
H -11.119 3.740 15.750
C -8.967 5.086 11.687
O -8.660 4.696 10.539
N -9.559 4.256 12.528
N -8.629 6.202 12.165
H -9.762 4.568 13.467
H -9.479 3.303 12.203
H -8.167 6.875 11.570
H -9.083 6.446 13.033
C -4.838 7.469 8.799
O -4.916 8.687 8.672
N -4.379 6.651 7.893
N -5.180 6.893 9.937
H -4.252 7.055 6.976
H -4.319 5.669 8.121
H -5.015 5.900 10.020
H -5.663 7.452 10.627
C -11.189 8.702 10.483
O -11.566 7.616 10.128
N -11.586 9.830 9.995
N -10.248 8.923 11.313
H -12.369 9.912 9.361
H -11.261 10.724 10.334
H -10.008 9.880 11.530
H -9.888 8.129 11.822
C -5.640 9.403 12.238
O -6.390 8.628 11.615
N -5.503 10.662 11.878
N -4.894 9.172 13.311
H -4.970 11.325 12.423
H -6.008 10.994 11.069
H -4.764 8.184 13.473
H -4.118 9.799 13.469
C -7.696 10.949 9.007
O -7.216 11.973 9.542
N -7.820 9.682 9.409
N -8.081 10.956 7.742
H -8.100 9.039 8.681
H -7.398 9.378 10.274
H -8.463 10.038 7.562
H -7.944 11.702 7.075
C -4.574 4.028 11.805
O -3.997 4.483 12.819
N -5.826 3.705 11.809
N -4.101 3.897 10.642
H -6.280 3.282 11.011
H -6.189 3.773 12.749
H -3.132 3.969 10.368
H -4.697 3.545 9.906
C -6.578 2.842 8.351
O -6.069 3.886 8.617
N -6.154 1.850 7.627
N -7.681 2.488 8.922
H -6.736 1.039 7.472
H -5.316 1.908 7.066
H -8.023 3.211 9.538
H -8.136 1.617 8.686
C -9.872 0.231 11.212
O -9.095 -0.564 11.684
N -10.345 1.239 11.843
N -10.140 0.296 9.998
H -10.321 1.174 12.850
H -10.921 1.928 11.381
H -10.638 1.103 9.651
H -9.824 -0.485 9.441

=====

Model ii:
Here is a cluster of 13 separate species, C13H52N26O13 in total from OMol25. Energies are from ωB97M-V/def2-TZVPD.

- HOMO (eV) = -8.479
- 2S+1 = 1

Cartesian coordinates (Å):
C 5.648 -1.513 2.612
O 6.556 -1.172 1.847
N 5.853 -2.114 3.786
N 4.340 -1.586 2.198
H 5.070 -2.330 4.376
H 6.763 -1.972 4.195
H 4.277 -1.062 1.331
H 3.583 -1.484 2.853
C -0.230 -0.672 0.195
O -0.597 -1.614 -0.517
N 1.047 -0.378 0.536
N -1.028 0.386 0.470
H 1.294 0.492 0.956
H 1.688 -1.061 0.160
H -0.724 1.151 1.053
H -1.972 0.400 0.117
C -4.216 -2.572 0.104
O -4.455 -1.369 0.235
N -5.149 -3.392 -0.423
N -3.114 -3.225 0.526
H -4.912 -4.340 -0.654
H -5.939 -2.958 -0.867
H -2.990 -4.210 0.399
H -2.432 -2.554 0.845
C -3.076 2.694 -2.039
O -3.062 3.490 -1.090
N -2.119 1.782 -2.385
N -4.082 2.771 -2.934
H -1.207 1.857 -1.967
H -2.260 1.286 -3.245
H -4.619 3.604 -2.746
H -4.168 2.154 -3.718
C 1.078 -0.108 -4.044
O 0.432 -0.209 -5.097
N 1.276 1.116 -3.513
N 1.435 -1.156 -3.295
H 1.029 1.928 -4.047
H 1.700 1.292 -2.615
H 1.772 -1.019 -2.356
H 1.227 -2.072 -3.649
C -5.869 1.994 -0.029
O -6.513 3.041 0.185
N -6.426 0.793 -0.258
N -4.662 1.930 0.569
H -7.407 0.682 -0.444
H -5.924 -0.068 -0.102
H -4.019 1.158 0.622
H -4.459 2.701 1.183
C 2.975 2.553 -0.850
O 1.805 2.245 -0.579
N 3.301 3.860 -0.936
N 4.008 1.750 -1.129
H 4.269 4.131 -0.942
H 2.640 4.607 -1.033
H 4.990 1.952 -1.191
H 3.867 0.747 -1.046
C -3.823 2.739 4.003
O -4.718 2.667 4.844
N -3.689 3.803 3.177
N -2.885 1.792 3.854
H -2.838 4.158 2.780
H -4.431 4.483 3.153
H -3.037 0.908 4.304
H -2.159 1.915 3.163
C -0.331 3.771 1.645
O -0.586 2.679 2.154
N -0.769 4.160 0.423
N 0.445 4.729 2.210
H -0.077 4.419 -0.264
H -1.406 3.559 -0.103
H 0.644 5.592 1.743
H 0.827 4.588 3.131
C 4.423 -1.849 -1.197
O 3.648 -1.090 -0.588
N 4.631 -1.830 -2.514
N 5.172 -2.811 -0.581
H 5.308 -2.462 -2.894
H 4.225 -1.127 -3.111
H 5.999 -3.171 -1.009
H 4.937 -2.860 0.401
C -2.990 -3.142 -3.318
O -3.767 -3.456 -4.231
N -2.943 -1.894 -2.776
N -1.911 -3.885 -3.049
H -3.704 -1.259 -2.934
H -2.462 -2.017 -1.892
H -1.257 -3.672 -2.313
H -1.679 -4.638 -3.671
C 3.843 1.695 3.490
O 4.555 1.734 4.497
N 4.366 2.120 2.322
N 2.559 1.295 3.513
H 5.279 2.535 2.377
H 3.876 2.192 1.446
H 1.862 1.390 2.798
H 2.266 1.056 4.448
C 0.400 -5.339 0.263
O -0.194 -5.214 1.334
N 1.086 -6.481 0.016
N 0.648 -4.361 -0.652
H 1.264 -7.006 0.856
H 1.604 -6.698 -0.814
H 1.099 -4.665 -1.496
H 0.397 -3.388 -0.550

=====

model ii is preferred energetically. Next in line: 125.8 kcal/mol higher.

=====

Model i:
Here is a cluster of 3 separate species, C4H12IO4 in total from OMol25. Energies are from ωB97M-V/def2-TZVPD.

- charge = -1
- HOMO (eV) = -4.137
- 2S+1 = 1

Cartesian coordinates (Å):
I 3.437 1.538 -0.526
C 0.794 -1.933 1.028
C 1.548 -1.428 2.233
O 1.525 -0.025 2.291
O -0.600 -1.691 1.237
H 0.888 -3.026 0.906
H 1.160 -1.563 0.063
H 2.560 -1.837 2.271
H 0.981 -1.848 3.067
H 2.181 0.331 1.665
H -1.084 -2.114 0.524
C -2.024 1.434 -1.839
C -0.565 1.107 -1.618
O -0.150 1.711 -0.394
O -2.828 1.295 -0.651
H -2.505 0.773 -2.576
H -2.105 2.447 -2.257
H 0.056 1.525 -2.414
H -0.412 0.024 -1.564
H 0.827 1.683 -0.473
H -3.684 1.597 -0.974

=====

Model ii:
Here is a structure of composition C4H12IO4 from OMol25. Energies are from ωB97M-V/def2-TZVPD.

- charge = -1
- HOMO (eV) = -3.759
- 2S+1 = 1

Cartesian coordinates (Å):
I -1.052 0.283 0.235
C -0.053 2.538 -1.564
C 0.300 3.937 -2.227
O 1.658 4.144 -2.117
O -0.119 2.498 -0.149
H 0.633 1.785 -1.951
H -0.998 2.136 -1.931
H -0.198 4.694 -1.620
H 0.015 4.025 -3.275
H 1.958 3.822 -1.264
H -0.659 1.753 0.125
C 0.081 -4.143 1.441
C -0.146 -2.664 1.172
O -1.083 -1.947 1.957
O 0.526 -4.285 2.778
H 0.817 -4.506 0.724
H -0.820 -4.732 1.269
H -0.365 -2.556 0.110
H 0.715 -2.010 1.310
H -1.148 -1.032 1.673
H -0.062 -3.738 3.304

=====

model i is preferred energetically. Next in line: 86.7 kcal/mol higher.

=====

Model i:
Here is the ion C5H13NS with charge +1 from OMol25. Energies are from ωB97M-V/def2-TZVPD.

- charge = +1
- HOMO (spin up / spin down) (eV) = -13.385 / -13.214
- 2S+1 = 2

Cartesian coordinates (Å):
C 1.824 -0.093 -0.348
N 0.778 0.426 0.615
C -0.405 -0.342 0.885
C -1.411 -0.325 -0.398
S -2.214 -1.952 -0.473
C -1.181 0.233 2.113
C 1.832 0.707 -1.682
H 2.855 -0.059 0.075
H 1.703 -1.148 -0.614
H 0.562 1.384 0.279
H 0.085 -1.393 0.985
H -2.070 0.521 -0.369
H -0.828 -0.106 -1.304
H -3.422 -1.662 -0.853
H -0.766 -0.424 2.890
H -0.868 1.304 2.202
H -2.261 0.199 1.899
H 0.865 1.210 -1.886
H 2.541 1.542 -1.583
H 2.383 -0.025 -2.433

=====

Model ii:
Here is the ion C5H13NS with charge +1 from OMol25. Energies are from ωB97M-V/def2-TZVPD.

- charge = +1
- HOMO (spin up / spin down) (eV) = -13.292 / -12.859
- 2S+1 = 2

Cartesian coordinates (Å):
C 0.469 -1.902 1.784
N -0.554 -0.927 1.125
C -0.200 -0.506 -0.269
C -0.010 1.110 -0.162
S -0.092 2.144 -1.658
C -1.422 -0.847 -1.171
C 1.816 -1.229 2.144
H 0.031 -2.182 2.682
H 0.358 -2.677 1.062
H -0.687 -0.153 1.704
H 0.647 -0.876 -0.912
H -1.143 1.282 0.014
H 0.672 1.522 0.622
H 0.307 1.066 -2.574
H -1.098 -0.761 -2.238
H -1.858 -1.915 -1.036
H -2.291 -0.053 -0.988
H 2.020 -0.858 3.129
H 2.640 -1.729 1.593
H 1.827 -0.242 1.651

=====

model i is preferred energetically. Next in line: 40.8 kcal/mol higher.

=====

Model i:
Here is the molecule C5H12N2S from OMol25. Energies are from ωB97M-V/def2-TZVPD.

- HOMO (eV) = -9.055
- 2S+1 = 1

Cartesian coordinates (Å):
C -2.796 -0.540 -0.321
C -1.740 0.046 0.639
C 0.360 0.699 -0.204
C 1.245 1.711 -0.874
C 2.390 -0.411 0.707
H -3.343 0.273 -0.814
H -3.550 -1.154 0.207
H -2.311 -1.153 -1.039
H -1.218 -0.761 1.180
H -2.234 0.615 1.377
H 0.597 2.498 -1.206
H 2.041 2.089 -0.222
H 1.730 1.250 -1.708
H 3.124 -0.270 -0.126
H 2.654 -1.298 1.222
H 2.381 0.463 1.433
H -0.101 -2.587 0.209
N -0.872 0.962 -0.048
N 0.991 -0.510 0.246
S 0.649 -1.921 -0.658

=====

Model ii:
Here is a structure of composition C5H12N2S from OMol25. Energies are from ωB97M-V/def2-TZVPD.

- HOMO (eV) = -8.224
- 2S+1 = 1

Cartesian coordinates (Å):
C 2.747 -1.088 -0.582
C 1.055 0.193 1.291
C -2.083 -0.287 -0.609
C -2.859 -1.047 0.217
C -2.420 1.327 -0.247
H 2.891 -1.384 0.561
H 4.096 -0.982 -0.961
H 2.033 -1.788 -1.268
H 1.428 0.502 2.354
H -0.044 0.334 -1.138
H -2.236 -0.194 -1.717
H -3.909 -0.825 0.118
H -2.686 -2.160 0.288
H -2.809 -0.820 1.231
H -3.745 1.391 0.299
H -2.286 1.676 -1.704
H -1.338 2.143 0.527
N -0.104 -0.308 0.918
N -0.569 -0.226 -0.347
S 2.167 0.704 -0.188

=====

Model iii:
Here is the molecule C5H12N2S from OMol25. Energies are from ωB97M-V/def2-TZVPD.

- HOMO (eV) = -7.777
- 2S+1 = 1

Cartesian coordinates (Å):
C 2.650 2.954 -1.382
C -0.515 0.657 -1.070
C -1.164 -0.970 0.563
C -0.466 -2.321 0.200
C -1.736 -1.222 1.936
H 2.277 4.115 -1.466
H 3.663 3.101 -0.822
H 2.774 2.405 -2.379
H -1.200 0.328 -1.806
H 0.454 0.278 0.593
H -1.973 -0.770 -0.250
H -0.814 -3.344 0.740
H 0.700 -2.048 0.568
H -0.614 -2.375 -1.036
H -0.995 -1.880 2.762
H -2.546 -2.135 1.820
H -2.126 -0.382 2.619
N 0.520 1.417 -1.461
N -0.511 0.296 0.302
S 1.620 1.896 -0.431

=====

model i is preferred energetically. Next in line: 65.9 kcal/mol higher.